Formula: C24H25N5O2S
Source: OMol25
Level of theory: ωB97M-V/def2-TZVPD

## Properties
E in a.u.: -1752.026447
Frontier orbital gap in eV: 8.8
Energy relative to the best compared isomer or geometry (same formula, charge and spin) in kcal per mole: 4.4
SMILES: CC(C)(C)C(=O)Nc1ccc(N(Cc2ccsc2)C(=O)Cn2nnc3ccccc32)cc1

Bonds (Å) are listed after each position.
Geometry (Å):
1 C 3.071 2.891 2.883  C2 1.534, H33 1.087, H34 1.087, H35 1.088
2 C 3.919 2.350 1.725  C1 1.534, C3 1.529, C4 1.535, C5 1.536
3 C 4.971 3.388 1.332  C2 1.529, H36 1.087, H37 1.086, H38 1.088
4 C 4.623 1.048 2.133  C2 1.535, H39 1.088, H40 1.088, H41 1.089
5 C 3.005 2.115 0.513  C2 1.536, O6 1.208, N7 1.366
6 O 3.101 2.738 -0.518  C5 1.208
7 N 2.078 1.134 0.724  C5 1.366, C8 1.391, H42 1.010
8 C 1.076 0.678 -0.126  N7 1.391, C9 1.391, C32 1.396
9 C 0.735 1.318 -1.313  C8 1.391, C10 1.382, H43 1.076
10 C -0.293 0.822 -2.093  C9 1.382, C11 1.387, H44 1.080
11 C -0.990 -0.311 -1.700  C10 1.387, N12 1.423, C31 1.390
12 N -2.028 -0.851 -2.508  C11 1.423, C13 1.466, C19 1.345
13 C -1.630 -1.886 -3.467  N12 1.466, C14 1.494, H45 1.096, H46 1.093
14 C -0.617 -2.815 -2.882  C13 1.494, C15 1.420, C18 1.361
15 C -0.937 -3.971 -2.121  C14 1.420, C16 1.356, H47 1.075
16 C 0.164 -4.612 -1.658  C15 1.356, S17 1.720, H48 1.070
17 S 1.617 -3.824 -2.134  C16 1.720, C18 1.714
18 C 0.726 -2.620 -2.969  C14 1.361, S17 1.714, H49 1.072
19 C -3.305 -0.428 -2.513  N12 1.345, O20 1.216, C21 1.538
20 O -4.172 -0.940 -3.195  C19 1.216
21 C -3.644 0.800 -1.650  C19 1.538, N22 1.428, H50 1.095, H51 1.096
22 N -3.092 0.823 -0.333  C21 1.428, N23 1.339, C30 1.361
23 N -2.289 1.814 0.073  N22 1.339, N24 1.266
24 N -1.916 1.629 1.269  N23 1.266, C25 1.363
25 C -2.471 0.473 1.730  N24 1.363, C26 1.394, C30 1.417
26 C -2.379 -0.188 2.954  C25 1.394, C27 1.375, H52 1.078
27 C -3.071 -1.369 3.082  C26 1.375, C28 1.402, H53 1.079
28 C -3.841 -1.896 2.036  C27 1.402, C29 1.375, H54 1.081
29 C -3.951 -1.264 0.819  C28 1.375, C30 1.390, H55 1.079
30 C -3.253 -0.070 0.681  N22 1.361, C25 1.417, C29 1.390
31 C -0.634 -0.968 -0.528  C11 1.390, C32 1.377, H56 1.080
32 C 0.385 -0.474 0.256  C8 1.396, C31 1.377, H57 1.081
33 H 2.571 3.810 2.586  C1 1.087
34 H 2.312 2.181 3.200  C1 1.087
35 H 3.712 3.110 3.735  C1 1.088
36 H 4.488 4.301 0.995  C3 1.087
37 H 5.583 3.014 0.517  C3 1.086
38 H 5.611 3.618 2.181  C3 1.088
39 H 5.384 1.266 2.878  C4 1.088
40 H 5.110 0.594 1.272  C4 1.088
41 H 3.936 0.321 2.564  C4 1.089
42 H 2.118 0.649 1.609  N7 1.010
43 H 1.269 2.203 -1.614  C9 1.076
44 H -0.562 1.324 -3.011  C10 1.080
45 H -1.213 -1.399 -4.355  C13 1.096
46 H -2.542 -2.420 -3.748  C13 1.093
47 H -1.945 -4.299 -1.941  C15 1.075
48 H 0.218 -5.504 -1.069  C16 1.070
49 H 1.247 -1.827 -3.468  C18 1.072
50 H -3.272 1.692 -2.163  C21 1.095
51 H -4.738 0.851 -1.604  C21 1.096
52 H -1.789 0.222 3.759  C26 1.078
53 H -3.024 -1.912 4.014  C27 1.079
54 H -4.365 -2.827 2.197  C28 1.081
55 H -4.541 -1.669 0.011  C29 1.079
56 H -1.169 -1.856 -0.225  C31 1.080
57 H 0.641 -0.976 1.178  C32 1.081